Entry from OMol25: a molecular structure, C53H46BBrCsF4N5O5PS at a distorted geometry (the ωB97M-V functional and the def2-TZVPD basis).

```
! RIJCOSX wB97M-V def2-TZVPD def2/J DEFGRID3
* xyz -1 1
H -3.6252 3.4095 -2.2799
C -2.1858 1.8853 -7.3137
C 3.3492 1.7184 -4.2671
H -7.0917 -3.7163 -2.2997
H -0.1063 -5.0732 -3.5687
C 4.5409 -0.0230 8.0505
C 5.6921 1.2768 4.7178
H -1.7586 2.3866 -8.1863
N -1.1095 3.3992 -3.2103
H 1.2639 -3.4774 3.6689
C 7.7902 3.1523 1.2509
N -0.7185 -3.3455 3.2225
C -2.2072 -5.1761 3.6559
N -2.7543 -2.1662 1.8415
C -3.2053 0.6064 -5.0688
N 5.4653 1.2423 3.3797
C 8.4967 3.7394 2.3135
C 0.2241 3.3426 -3.1242
C 0.6828 1.0171 -4.1096
H 4.6696 0.8114 2.9037
O 3.1845 0.2468 4.1407
C 0.4583 -3.1562 -2.8434
C -5.0561 -3.4911 -1.5142
C 8.3569 3.2665 3.5978
H 3.5295 -0.1723 -5.3798
Cs -0.3537 -0.5249 1.8889
C -1.8789 0.8054 -5.2423
O 1.8765 -1.3697 5.9317
C -2.7910 5.2894 -2.8404
C 5.2980 0.5919 7.0615
C 0.3035 -4.0212 3.6675
F 2.6230 -2.0120 2.9117
C 0.6765 -0.9410 6.6236
H 4.3931 1.9332 -4.3123
H -3.0748 -2.7805 -0.8009
C -6.4149 -3.1994 -1.6147
H -0.1659 -0.9592 5.9774
H 0.7753 -1.1610 -2.1498
H 1.1082 -5.8349 4.4166
C -4.8524 -1.7966 0.1149
N 6.7737 1.9819 5.0382
C -0.1283 5.3453 -2.2324
H 2.8223 -1.2965 8.4232
H -5.2862 -2.8021 3.1627
C -1.3380 1.4368 -6.3321
O 0.8742 4.3418 -2.4882
C -4.2192 -2.7281 -0.6953
C -0.7403 -1.2198 -3.6389
H 1.2673 -3.3973 -2.2080
C -4.0563 1.1069 -6.0806
H -0.0670 6.1583 -2.9608
C 1.1041 2.2834 -3.7399
H 2.8115 -0.5945 3.7162
C -7.0333 -2.1854 -0.8218
C 0.1419 -5.3285 4.1995
C 3.4282 -0.7923 7.6964
H 9.1461 4.6331 2.1975
H -4.1430 3.8900 -3.9376
F 1.8786 -2.3776 0.6833
H -0.2699 1.7843 -6.2730
H -8.1195 -1.8871 -0.9553
O -3.1203 -0.1572 0.4737
C 2.9008 0.5394 -4.8672
C 3.0468 -0.8061 6.3518
C 0.2491 -1.7750 -2.8511
H -3.5231 6.2789 -4.5565
C 3.7031 -0.0579 5.3759
C -4.4442 -3.5580 3.0261
C -1.3804 -3.4940 -4.3218
O -4.7664 -0.6108 2.4216
C -3.1076 -3.1494 2.6213
F 2.4517 -0.2362 1.3299
C 6.4470 2.0119 2.7545
F 4.1963 -1.8297 1.2537
C -1.9766 -3.8068 3.3113
H -5.2083 1.1041 -5.9240
P -1.0506 0.5398 -3.6079
H -3.1326 6.0183 -2.1596
C 7.2192 2.4615 3.8289
H -4.8821 4.7362 -2.4087
C 4.8504 0.6491 5.7056
H 9.0215 3.5738 4.4399
H 0.0235 5.6868 -1.2372
H 7.9796 3.3984 0.2416
H 2.7735 3.4634 -3.0879
C -1.5775 -2.1374 -4.3692
C -3.9454 4.2855 -2.9023
H -1.2632 -6.9371 4.4643
H -4.6392 -4.2251 -2.1610
H -2.3188 -1.7720 -5.1209
H 6.2604 1.0740 7.2818
H -1.9943 5.4464 -4.8948
H 0.7192 0.1618 6.8746
H -1.9038 6.9737 -4.0826
C 2.4357 2.5806 -3.6321
H -3.6319 -6.7249 3.8121
C -1.1205 -5.9049 4.1104
H 1.1945 -0.7348 -5.2580
C -1.4835 4.5849 -2.4389
C 6.8133 2.1539 1.4534
H 6.4178 1.6118 0.6063
H 0.5353 -1.5623 7.5464
H -4.1151 2.2395 -7.9342
C -4.6072 -4.8250 3.5599
B 2.8636 -1.6063 1.4881
H -3.6724 0.3313 -4.1479
H -1.7402 4.1483 -1.4800
C -6.2594 -1.5511 0.1240
H -5.6276 -5.1168 3.7964
Br 5.0688 0.2917 9.7912
H -6.6297 -0.9350 0.9997
C -3.5510 -5.6817 3.7339
H -2.0438 -4.2317 -4.8358
S -3.8835 -1.0315 1.3255
C -0.3040 -4.0100 -3.5995
C 1.5119 0.2194 -4.8644
C -3.5335 1.7531 -7.1567
C -2.5005 6.0757 -4.1683
*
```

## Properties
* calculated total energy: -175662.9113 eV
* relative energy (zero: lowest compared OMol25 entry of this formula, charge and spin): 20.6 kcal per mole
* HOMO level: -4.411 eV


Entry from OMol25: C4H6O2 in the gas phase (the ωB97M-V functional and the def2-TZVPD basis).

```
! RIJCOSX wB97M-V def2-TZVPD def2/J DEFGRID3
* xyz 0 1
O 1.5970 0.6168 -1.0604
H 0.7947 -0.5320 1.2893
H 0.3324 -2.0291 0.4214
C 1.3098 -0.5288 -0.7996
H -0.0309 1.5323 -0.3166
H -1.7932 1.7474 0.1115
C -0.9629 -0.2713 0.1011
H 1.6696 -1.3380 -1.4568
C -0.8668 1.2129 0.3234
H -0.5318 1.4119 1.3471
C 0.4034 -0.9411 0.3498
O -1.9212 -0.8809 -0.3102
*
```

## Properties
* calculated total energy: -8339.5366 eV
* relative energy (zero: lowest compared OMol25 entry of this formula, charge and spin): 21.3 kcal per mole
* HOMO level: -9.911 eV


Entry from OMol25: a molecular structure, C32H79F6N6O14PdS2 at a distorted geometry (the ωB97M-V functional and the def2-TZVPD basis).

```
! RIJCOSX wB97M-V def2-TZVPD def2/J DEFGRID3
* xyz 1 3
H 4.2962 8.4090 3.1946
H -3.6557 4.4183 3.4303
C 5.4868 0.2964 -1.4229
H -1.1297 4.5441 -1.2787
H 1.6803 0.2295 -2.6644
H 2.9364 -1.9531 -6.2797
C 5.3777 -3.2380 -0.1326
H -5.4867 -3.1099 -0.5557
H -5.9208 -6.1309 -0.5544
H 3.8707 4.1961 3.1659
O 0.4230 1.7213 -2.2711
H -5.2876 4.5701 4.1424
O 0.5324 -4.1974 3.1000
C 2.4997 -2.6235 -5.5385
H 2.1125 -3.5575 -5.9537
H -5.3877 -1.1137 -1.8086
H 6.7002 -0.4895 -3.1059
F 2.2490 0.5243 -0.3203
H -6.8427 2.8216 3.9748
H -5.7019 -0.3545 4.8651
O -3.3227 -0.7630 -2.2967
H 4.7979 1.1342 -1.2879
H 3.2118 3.0324 0.7554
C -1.6891 -2.2148 -3.2407
H 2.2634 -5.0195 3.6172
H -2.2533 3.2212 -2.7232
C -5.7016 -5.1783 -0.0776
H 2.1177 -3.1793 5.1310
H -2.9530 3.1932 -1.3112
H -0.2225 2.0530 0.1686
C 0.2584 -1.9465 -5.6347
C -3.9283 0.3895 4.3515
H -0.0381 -0.0016 -5.1205
H 6.5638 -1.5012 0.2095
N -0.7389 -1.0738 -3.4680
O 2.8812 7.2771 2.2339
H 4.9002 -3.1452 0.8502
C -6.0266 0.8808 3.2926
O 4.5470 -3.9177 -1.0320
H 5.5380 -5.7212 -0.7995
H -1.7058 -2.4062 6.4585
H 2.4410 1.8460 -2.6774
F -2.6941 -2.8616 -0.0519
H -1.7704 -1.8593 4.8363
C 1.7596 -0.1093 0.7065
C 3.6116 6.2734 1.5540
H -4.1735 3.3067 4.6677
H 6.2589 1.1800 -3.1617
O 1.4592 -1.9018 -4.8744
H -3.3843 1.2547 3.9631
C -0.7293 3.0194 0.1512
C 5.9471 -1.8904 -0.6020
O -3.0568 0.5720 0.5254
H -4.7253 0.5024 -1.4768
H 6.2833 -3.8289 0.0720
H -1.6618 2.9156 0.7012
F -2.5563 -2.6380 2.1140
C -4.6831 -0.3585 -2.1462
H -2.7171 -3.2541 5.2928
H -3.6473 -2.7806 -2.6843
H 1.9990 -1.9779 3.7530
H 4.2898 4.2052 0.5386
H 3.9464 -0.0854 -5.5452
H 6.5846 -2.0377 -1.4806
H -4.9841 0.1278 -3.0823
H 6.3873 0.5367 -0.8518
H 2.9643 9.3353 2.5527
H -7.0392 0.4558 3.3891
Pd -1.5676 0.6674 -2.0992
H -4.7323 -5.2677 0.4219
H 0.4088 -1.7629 -6.6983
H -6.9537 2.5874 2.2883
O -1.3644 -0.1092 2.1346
H 4.1418 8.7514 1.4315
H 1.7322 5.3105 1.3094
C -2.4120 -2.2641 5.6300
H -6.9051 -3.3873 -2.5292
H 4.2553 -1.2850 -1.5661
F 1.2181 0.6996 1.6027
H -5.6923 0.2860 2.4376
O 0.9529 -1.7924 -1.0798
C -0.6382 -0.9026 -4.9501
H -0.0426 3.6859 0.6801
H 1.1851 3.5547 -1.6579
C -5.7082 -4.0425 -1.0792
O -6.9605 -3.9444 -1.7507
C -4.5231 3.8678 3.7925
H -3.7418 -0.3400 3.5504
H 2.3295 -3.9265 2.1689
O -5.0812 3.0393 2.8057
O -0.0134 -2.3013 1.0860
N -2.1362 2.8191 -1.7884
H 3.2691 -2.9532 -4.8408
C 0.3151 3.1594 -2.1884
H -6.3327 -4.9752 0.7889
H 4.1170 -5.4806 0.2257
H 3.4652 -2.9345 3.9551
H -0.1645 -2.9436 -5.4591
H 3.8973 -5.7740 -1.5379
C -3.1643 -1.9008 -3.1171
F -4.2133 -1.8434 1.0063
O -3.4372 -1.3746 5.9843
C 4.5224 -5.3193 -0.7768
N -5.3627 0.5541 4.5708
H 4.6598 6.1201 1.8253
O 4.6772 -0.0846 -3.6049
C 4.7795 0.2955 -4.9543
H -1.4574 -2.6819 -2.2799
F 2.6448 -0.8632 1.3388
C -3.1872 -0.0150 5.6193
C 2.7499 4.9979 1.5464
C 1.9407 -4.0684 3.1848
C -2.8900 -2.0454 0.9852
N -1.0379 -0.3842 -0.3958
H 3.6410 6.6282 0.5129
H 0.1993 -3.6309 2.3947
H -1.5977 -0.7259 -5.4342
N 4.8803 -0.9199 -0.8517
H 2.2448 3.5902 3.2697
C 1.5730 1.2612 -2.9886
H 2.5934 5.2912 3.6335
H -1.5512 -3.0179 -3.9661
C -0.8767 3.4799 -1.2608
H 0.1917 3.6063 -3.1752
N 3.2922 4.0243 0.5817
H -3.6697 -1.7312 -4.0768
C -6.3014 2.3705 3.1409
S -2.0021 -0.3598 0.8663
S 0.3266 -1.2852 0.1239
H 1.4783 1.3847 -4.0692
H -4.9130 -4.1813 -1.8189
H 4.7341 1.3912 -5.0205
H 5.7148 -0.0328 -5.4172
C 3.6087 8.4801 2.3476
C 5.8676 0.1872 -2.8953
H -3.5805 0.5609 6.4602
C 2.8278 4.4597 2.9631
H -2.1180 0.2055 5.6241
H 0.1543 -1.5532 -3.3131
C 2.3795 -2.9349 4.1058
*
```

## Properties
* calculated total energy: -113511.2339 eV
* HOMO level (spin up / spin down): -10.300 / -10.300 eV